No. 1
DFT (the ωB97M-V functional and the def2-TZVPD basis) results for a gas-phase ion, C4H8NS2 (charge +1) in a non-equilibrium geometry.

Element x y z (Å)
1 C -0.0597 -1.1014 -0.9046
2 C 1.0517 -1.7012 -0.5015
3 C 0.6854 0.7557 0.4066
4 C -1.7104 0.0865 0.5571
5 N -0.4635 0.1961 -0.3533
6 S 2.0802 -0.8963 0.6836
7 S 1.5123 1.9468 -0.5528
8 H -0.6356 -1.7346 -1.5639
9 H 1.4794 -2.5698 -1.0486
10 H 0.4783 0.9660 1.5261
11 H -2.5050 -0.3255 -0.0009
12 H -1.4613 -0.6559 1.4686
13 H -1.9219 1.0751 1.1100
14 H -0.5083 0.9768 -1.1215
15 H 1.9785 2.9817 0.2951

**Strongest force on any atom**: 5.00 eV Å⁻¹
**SMILES**: C[N@@H+]1C=CS[C@H]1S
**Total charge**: +1
**Molar mass**: 134.2 g mol⁻¹
**Energy above the lowest of the compared OMol25 structures with the same formula, charge and spin**: 56.88 kcal/mol



No. 2
DFT (the ωB97M-V functional and the def2-TZVPD basis) results for C4H8O in the gas phase in a non-equilibrium geometry.

Element x y z (Å)
1 C -1.2780 -0.9567 -0.2495
2 C -0.7370 0.5137 0.0576
3 C 0.6569 0.8635 -0.2661
4 C 1.5793 -0.2256 0.3541
5 H -1.4210 -0.9778 -1.2014
6 H -2.1898 -0.9342 0.5988
7 H -0.6436 -1.6093 0.3403
8 H -1.3299 1.2673 -0.2943
9 H -0.7821 0.8779 1.1335
10 H 1.1034 1.8030 -0.1875
11 H 0.9970 0.3513 -1.3776
12 H 1.4553 -0.4141 1.3380
13 O 2.5893 -0.5590 -0.2458

**Strongest force on any atom**: 11.19 eV Å⁻¹
**SMILES**: CCCC=O
**Total charge**: 0
**Molar mass**: 72.1 g mol⁻¹
**Energy above the lowest of the compared OMol25 structures with the same formula, charge and spin**: 73.04 kcal/mol



No. 3
DFT (the ωB97M-V functional and the def2-TZVPD basis) results for a molecular structure, C4H8O in a non-equilibrium geometry.

Element x y z (Å)
1 C -1.2672 -0.8655 -0.0071
2 C -0.0413 -0.1006 0.4605
3 C 1.2746 -0.3563 -0.2959
4 O 1.3575 1.0021 -0.7380
5 C 0.1970 1.3295 0.0008
6 H -2.1827 -0.4683 0.4446
7 H -1.1949 -1.9246 0.2711
8 H -1.3759 -0.8107 -1.0963
9 H 0.0618 -0.1692 1.5456
10 H 1.2057 -1.0496 -1.1433
11 H 2.1452 -0.6227 0.3148
12 H 0.3618 2.1253 0.8259
13 H -0.5416 1.9107 -0.5828

**Strongest force on any atom**: 3.26 eV Å⁻¹
**Total charge**: 0
**Molar mass**: 72.1 g mol⁻¹
**Energy above the lowest of the compared OMol25 structures with the same formula, charge and spin**: 32.20 kcal/mol